Here is C30H40ClF8O30PSSi2 as an isolated structure from the OMol25 dataset. Energies are from the ωB97M-V functional and the def2-TZVPD basis.

Calculated values
HOMO (Eh): -0.316
Molecular weight (g mol⁻¹): 1187.27
Kohn-Sham gap (eV): 8.5
Electronic energy (eV): -163329.6385

```
113
C30H40ClF8O30PSSi2, DFT the ωB97M-V functional and the def2-TZVPD basis
C 5.31116 -1.04078 1.45742
C 4.97249 0.02010 0.45044
O 5.72980 0.45948 -0.37622
O 3.71384 0.47980 0.59388
C 3.02215 0.94288 -0.57982
C 3.16148 0.02059 -1.78303
C 2.69838 -1.41971 -1.47590
Si 0.90062 -1.75608 -1.78882
O -0.05315 -0.43947 -1.40010
Si -1.68426 -0.49624 -1.72413
C -2.61166 0.35207 -0.30274
S -3.36538 -0.79577 0.80704
O -2.48370 -0.98813 1.93884
O -3.87034 -1.94156 0.09307
P 0.17600 -3.50049 -0.49221
O 1.60854 -3.71610 0.32049
Cl 0.29238 -4.93795 -1.97693
H 4.40282 -1.55162 1.77825
H 5.73495 -0.56096 2.34634
H 6.03214 -1.73808 1.03103
H 3.32958 1.96664 -0.83135
H 1.97388 0.98158 -0.26698
H 4.18462 0.00660 -2.16387
H 2.55949 0.47072 -2.58565
H 2.97458 -1.71779 -0.45912
H 3.21604 -2.10708 -2.16023
H 0.65048 -2.09954 -3.20641
H -2.07175 -1.90525 -1.88882
H -1.94283 0.25617 -2.96542
H -3.38102 1.01704 -0.71052
H -1.93683 0.94973 0.31450
H -4.44249 -0.11588 1.25738
H 1.44370 -4.27061 1.09438
C 2.49179 -0.81281 4.94219
C 2.67788 -0.00765 6.21316
O 4.07302 -0.09867 6.42921
C 4.67568 -0.30242 5.22676
O 5.83643 -0.18881 5.01837
O 3.75265 -0.63557 4.29538
F 2.02452 -0.54431 7.26803
H 2.34764 -1.86845 5.17806
H 1.68821 -0.45927 4.30282
H 2.40133 1.04507 6.13028
C 7.00464 1.73886 -4.12928
C 5.94432 2.20700 -3.15549
O 4.74942 2.03289 -3.90607
C 4.96269 1.04321 -4.81821
O 4.09976 0.50259 -5.42729
O 6.27884 0.77440 -4.90942
F 6.05479 3.52192 -2.83492
H 7.32165 2.55856 -4.77582
H 7.86483 1.27682 -3.66021
H 5.87471 1.62210 -2.23943
C 1.70348 -7.30251 -5.51257
C 2.25028 -6.71811 -6.79985
O 2.20123 -5.33046 -6.54784
C 2.27627 -5.13791 -5.19884
O 2.49268 -4.10028 -4.67468
O 2.08257 -6.31535 -4.55581
F 1.47593 -7.00919 -7.87125
H 0.61509 -7.37006 -5.55794
H 2.12662 -8.26676 -5.24688
H 3.27938 -7.00229 -7.02847
C -4.41545 -0.18883 4.68387
C -4.58525 1.24955 4.23347
O -5.91333 1.53599 4.61697
C -6.23530 0.72413 5.66342
O -7.19533 0.86589 6.34529
O -5.31355 -0.25040 5.79829
F -4.47232 1.38626 2.88987
H -4.75057 -0.87902 3.90827
H -3.40671 -0.44445 4.99040
H -3.91011 1.96099 4.71123
C -9.68169 -0.49039 4.75577
C -10.86255 0.12834 4.03665
O -10.81770 -0.51847 2.77628
C -10.21900 -1.73650 2.94754
O -10.23432 -2.60283 2.14092
O -9.61463 -1.78746 4.15094
F -10.71968 1.46027 3.85239
H -8.77221 0.06727 4.53730
H -9.80402 -0.58060 5.83021
H -11.83345 -0.05970 4.49805
C 0.61345 4.59771 -3.01005
C 1.71719 4.20344 -2.04825
O 0.99230 3.87380 -0.87436
C -0.25958 3.50068 -1.24120
O -1.04420 2.96840 -0.52527
O -0.48714 3.81781 -2.53273
F 2.55789 5.22422 -1.77354
H 0.37753 5.65766 -2.90365
H 0.82423 4.35996 -4.04796
H 2.30115 3.33547 -2.36137
C 8.87174 2.99328 1.36304
C 8.95554 4.40718 0.82118
O 9.30623 4.19109 -0.53273
C 8.85612 2.95986 -0.89159
O 8.77800 2.56869 -2.00888
O 8.49747 2.25397 0.19993
F 9.92120 5.13832 1.42227
H 9.85249 2.66091 1.70713
H 8.13360 2.85759 2.14764
H 8.01928 4.96701 0.85746
C -9.70504 -0.19962 -0.36618
C -9.53216 1.25021 -0.76631
O -9.34174 1.16404 -2.16142
C -9.95091 0.02244 -2.60181
O -10.17156 -0.22546 -3.73732
O -10.27077 -0.76507 -1.55011
F -8.43758 1.81782 -0.19888
H -8.73420 -0.66010 -0.17238
H -10.36200 -0.34475 0.48373
H -10.39540 1.88652 -0.56225
```

Löwdin population analysis, charges in e, atoms 1 to 8: atom 1 (C): 0.04, atom 2 (C): -0.52, atom 3 (O): 0.10, atom 4 (O): -0.01, atom 5 (C): -0.15, atom 6 (C): -0.21, atom 7 (C): -0.25, atom 8 (Si): 0.36